1.
{"formula": "C26H48N4O6", "method": "ωB97M-V/def2-TZVPD", "elements": ["C", "C", "O", "C", "H", "H", "H", "H", "H", "H", "C", "C", "O", "C", "H", "H", "H", "H", "H", "H", "C", "C", "O", "C", "H", "H", "H", "H", "H", "H", "C", "C", "O", "C", "H", "H", "H", "H", "H", "H", "C", "C", "O", "N", "C", "H", "H", "H", "H", "H", "H", "H", "C", "C", "O", "N", "C", "H", "H", "H", "H", "H", "H", "H", "N", "C", "C", "C", "C", "H", "H", "H", "H", "H", "N", "C", "C", "C", "C", "H", "H", "H", "H", "H"], "positions_angstrom": [[3.881, -0.842, -2.749], [3.238, -1.781, -1.703], [3.894, -2.127, -0.776], [1.874, -2.412, -1.955], [4.149, -1.439, -3.621], [4.711, -0.361, -2.231], [3.196, -0.024, -2.971], [1.400, -2.496, -0.977], [1.859, -3.355, -2.502], [1.306, -1.681, -2.530], [-3.420, -1.837, -1.558], [-2.718, -2.785, -2.467], [-2.969, -2.720, -3.702], [-1.706, -3.783, -1.945], [-3.060, -2.021, -0.545], [-4.495, -2.014, -1.589], [-3.359, -0.778, -1.807], [-0.803, -3.309, -1.562], [-1.448, -4.377, -2.822], [-2.092, -4.531, -1.252], [-0.531, -4.575, 2.703], [-1.797, -4.021, 2.062], [-1.899, -2.867, 1.641], [-2.936, -5.015, 1.951], [0.345, -3.968, 2.470], [-0.338, -5.504, 2.168], [-0.440, -4.748, 3.775], [-2.539, -6.027, 2.023], [-3.357, -4.997, 0.946], [-3.596, -4.878, 2.808], [-1.991, 3.957, 0.235], [-2.472, 2.792, -0.565], [-2.783, 1.745, 0.002], [-2.265, 2.821, -2.088], [-2.567, 4.834, -0.060], [-0.915, 4.021, 0.072], [-2.173, 3.851, 1.305], [-3.147, 3.270, -2.544], [-2.069, 1.844, -2.531], [-1.429, 3.484, -2.311], [1.690, 1.916, -1.323], [0.621, 0.939, -0.926], [-0.050, 0.353, -1.791], [0.486, 0.724, 0.407], [-0.387, -0.202, 1.135], [1.509, 2.313, -2.322], [2.732, 1.614, -1.220], [1.622, 2.804, -0.696], [1.275, 1.122, 0.895], [0.036, -1.187, 1.331], [-1.328, -0.288, 0.591], [-0.639, 0.236, 2.101], [1.211, 2.655, 3.317], [2.469, 2.600, 2.559], [2.753, 1.601, 1.901], [3.216, 3.705, 2.537], [4.405, 3.979, 1.644], [1.088, 1.869, 4.063], [0.400, 2.442, 2.621], [1.036, 3.564, 3.894], [2.896, 4.494, 3.081], [4.597, 3.158, 0.953], [5.297, 4.108, 2.256], [4.333, 4.872, 1.022], [-0.228, 0.502, -4.504], [0.839, 1.024, -5.292], [0.575, 0.875, -6.639], [-0.602, 0.128, -6.650], [-1.114, -0.076, -5.378], [-0.366, 0.471, -3.504], [1.602, 1.491, -4.687], [1.178, 1.365, -7.390], [-1.122, -0.117, -7.564], [-1.983, -0.588, -4.990], [-0.326, 1.454, 6.087], [-1.304, 1.091, 5.198], [-1.037, -0.214, 4.767], [0.139, -0.648, 5.390], [0.496, 0.385, 6.239], [-0.379, 2.269, 6.682], [-2.100, 1.790, 4.991], [-1.755, -0.705, 4.126], [0.403, -1.692, 5.306], [1.275, 0.462, 6.984]], "homo_ev": [0.50, -5.67], "lumo_energy_ev": [2.127, 2.094], "s2": 0.750, "charge": -1, "spin_multiplicity": 2, "relative_energy_kcal_mol": 0.0, "max_force_ev_per_a": 3.74}

=====

2.
{"formula": "C26H48N8O2P2S", "method": "ωB97M-V/def2-TZVPD", "elements": ["C", "C", "C", "C", "C", "C", "C", "C", "C", "C", "C", "N", "S", "N", "C", "C", "C", "H", "H", "H", "H", "H", "H", "H", "H", "H", "H", "H", "H", "O", "P", "N", "C", "C", "N", "C", "C", "N", "C", "C", "H", "H", "H", "H", "H", "H", "H", "H", "H", "H", "H", "H", "H", "H", "H", "H", "H", "H", "O", "P", "N", "C", "C", "N", "C", "C", "N", "C", "C", "H", "H", "H", "H", "H", "H", "H", "H", "H", "H", "H", "H", "H", "H", "H", "H", "H", "H"], "positions_angstrom": [[-3.099, -4.390, 4.966], [-2.183, -5.318, 3.963], [-0.714, -4.805, 3.411], [0.173, -5.750, 2.359], [-0.514, -7.185, 1.935], [0.238, -8.212, 0.855], [1.624, -7.591, 0.238], [1.615, -7.098, -1.351], [2.935, -6.497, -2.126], [4.390, -6.360, -1.315], [4.358, -6.813, 0.271], [5.439, -6.804, 1.333], [4.778, -7.387, 2.875], [3.091, -7.802, 2.506], [3.040, -7.407, 1.046], [-1.974, -7.740, 2.515], [-2.826, -6.791, 3.545], [-2.470, -3.427, 5.257], [-4.060, -3.989, 4.395], [-3.389, -5.055, 5.888], [-0.304, -3.759, 3.762], [1.231, -5.382, 1.962], [0.353, -9.301, 1.303], [-0.535, -8.317, -0.043], [0.594, -7.200, -1.928], [2.922, -6.180, -3.268], [5.370, -5.969, -1.822], [-2.419, -8.791, 2.211], [-3.865, -7.194, 3.915], [-0.778, -1.303, 2.722], [-0.606, 0.233, 2.643], [-1.512, 0.395, 1.212], [-1.181, -0.273, -0.037], [-2.959, 0.302, 1.448], [1.089, 0.184, 2.436], [1.761, 0.065, 1.159], [1.781, -0.667, 3.412], [-0.407, 2.000, 2.552], [-0.436, 2.870, 1.392], [0.051, 2.660, 3.763], [-1.853, 0.043, -0.839], [-1.223, -1.361, 0.052], [-0.198, 0.021, -0.398], [-3.297, 1.165, 2.032], [-3.210, -0.606, 2.002], [-3.545, 0.305, 0.520], [1.540, -0.876, 0.670], [2.856, 0.130, 1.287], [1.515, 0.894, 0.501], [1.748, -1.720, 3.120], [1.327, -0.569, 4.406], [2.831, -0.369, 3.520], [0.085, 2.448, 0.531], [0.040, 3.837, 1.591], [-1.469, 3.084, 1.101], [1.134, 2.816, 3.739], [-0.183, 2.055, 4.645], [-0.443, 3.628, 3.905], [-0.234, 4.042, -2.087], [-0.116, 4.799, -3.432], [1.062, 5.889, -2.869], [0.866, 6.781, -1.736], [2.398, 5.282, -2.787], [-1.721, 5.382, -3.417], [-2.145, 6.615, -2.787], [-2.726, 4.347, -3.148], [0.020, 5.669, -4.979], [0.423, 7.039, -5.231], [-0.540, 5.004, -6.144], [1.725, 7.445, -1.610], [0.699, 6.236, -0.804], [0.038, 7.465, -1.907], [2.763, 5.050, -3.793], [2.375, 4.356, -2.209], [3.143, 5.946, -2.331], [-2.003, 6.592, -1.713], [-3.216, 6.804, -2.981], [-1.635, 7.475, -3.212], [-2.823, 4.151, -2.077], [-2.462, 3.407, -3.649], [-3.708, 4.640, -3.537], [0.011, 7.744, -4.507], [0.095, 7.391, -6.216], [1.514, 7.125, -5.216], [-1.554, 5.361, -6.350], [-0.590, 3.922, -5.984], [0.079, 5.163, -7.034]], "homo_ev": -7.56, "lumo_energy_ev": -1.400, "spin_multiplicity": 1, "max_force_ev_per_a": 7.26}

=====

3.
{"formula": "C26H48NO15PS2", "method": "ωB97M-V/def2-TZVPD", "elements": ["C", "C", "C", "C", "C", "C", "C", "C", "O", "C", "P", "N", "O", "O", "S", "O", "O", "C", "S", "C", "C", "C", "C", "O", "H", "H", "H", "H", "H", "H", "H", "H", "H", "H", "H", "H", "H", "H", "H", "H", "H", "H", "H", "H", "H", "H", "H", "H", "H", "H", "H", "H", "H", "H", "C", "C", "C", "O", "C", "O", "O", "H", "H", "H", "H", "H", "H", "C", "C", "C", "O", "C", "O", "O", "H", "H", "H", "H", "H", "H", "C", "C", "C", "O", "C", "O", "O", "H", "H", "H", "H", "H", "H"], "positions_angstrom": [[-1.821, -2.324, 0.040], [-0.982, -1.461, -0.913], [0.327, -2.100, -1.371], [0.219, -2.981, -2.645], [-1.016, -3.874, -2.725], [-0.904, -5.045, -1.739], [-2.177, -5.905, -1.726], [-2.992, -5.840, -0.448], [-2.159, -5.879, 0.702], [0.470, -2.081, -3.845], [-0.261, -2.714, -5.455], [-1.848, -2.020, -5.364], [0.440, -1.806, -6.614], [1.888, -1.994, -4.069], [2.721, -1.436, -2.822], [3.291, -0.209, -3.243], [3.657, -2.406, -2.372], [1.493, -1.060, -1.476], [0.978, 0.662, -1.786], [2.281, -1.153, -0.156], [3.470, -0.209, 0.043], [3.448, 0.318, 1.490], [2.698, 1.638, 1.610], [3.039, 2.315, 2.806], [-2.428, -1.649, 0.632], [-1.186, -2.897, 0.701], [-2.508, -2.949, -0.508], [-0.802, -0.544, -0.375], [-1.583, -1.211, -1.783], [0.628, -2.788, -0.590], [1.061, -3.665, -2.588], [-1.943, -3.334, -2.564], [-1.102, -4.353, -3.696], [-0.611, -4.721, -0.752], [-0.106, -5.678, -2.107], [-1.899, -6.942, -1.862], [-2.821, -5.627, -2.554], [-3.648, -6.708, -0.414], [-3.654, -4.980, -0.419], [-2.470, -5.226, 1.345], [0.047, -1.090, -3.651], [-2.327, -2.464, -4.584], [-1.777, -1.036, -5.093], [0.206, -0.865, -6.521], [0.881, 1.183, -0.551], [2.663, -2.168, -0.124], [1.565, -1.084, 0.655], [4.398, -0.751, -0.068], [3.499, 0.601, -0.675], [4.439, 0.397, 1.926], [2.906, -0.394, 2.101], [1.634, 1.402, 1.652], [2.908, 2.249, 0.732], [2.223, 2.545, 3.278], [-1.222, 3.833, -0.340], [-1.468, 3.589, 1.122], [-1.786, 4.814, 1.946], [-1.288, 4.437, 3.243], [-0.291, 3.542, 3.050], [0.463, 3.167, 3.891], [-0.264, 3.130, 1.763], [-2.127, 4.156, -0.854], [-0.452, 4.592, -0.481], [-0.861, 2.916, -0.804], [-2.233, 2.818, 1.259], [-2.848, 5.041, 1.993], [-1.241, 5.699, 1.612], [-7.147, 7.396, 0.241], [-6.171, 6.922, -0.805], [-5.636, 5.524, -0.598], [-4.353, 5.595, -1.238], [-3.941, 6.891, -1.181], [-2.846, 7.258, -1.449], [-4.954, 7.691, -0.769], [-8.073, 6.824, 0.189], [-6.723, 7.293, 1.241], [-7.379, 8.450, 0.096], [-6.603, 7.031, -1.804], [-6.249, 4.754, -1.060], [-5.486, 5.283, 0.457], [7.076, -1.141, 5.434], [5.956, -2.097, 5.112], [6.137, -2.897, 3.843], [4.780, -3.144, 3.448], [4.022, -2.137, 3.947], [2.891, -1.931, 3.647], [4.736, -1.390, 4.821], [7.988, -1.687, 5.676], [7.273, -0.479, 4.590], [6.809, -0.512, 6.282], [5.762, -2.755, 5.964], [6.667, -3.834, 3.994], [6.628, -2.325, 3.052]], "homo_ev": -8.92, "lumo_energy_ev": 0.060, "spin_multiplicity": 1, "max_force_ev_per_a": 1.30}

=====

> Which formula does entry 3 have?

C26H48NO15PS2